[1]
Formula: C3H8NO
Source: OMol25
Level of theory: ωB97M-V/def2-TZVPD

Structure (XYZ):
```
13
Properties=species:S:1:pos:R:3:mulliken_charge:R:1
C 0.134 -2.641 0.692 -0.040
N -0.543 -1.573 0.468 -0.093
H -0.182 -3.676 0.638 0.302
H 1.170 -2.390 0.915 0.254
H -0.069 -0.780 0.919 0.278
H -1.535 -1.472 0.259 0.295
O 0.062 1.186 1.126 -0.597
C 0.597 1.687 0.155 0.191
C -0.138 1.776 -1.189 -0.907
H 1.473 2.354 0.145 0.384
H 0.577 1.405 -1.916 0.346
H -1.107 1.291 -1.054 0.269
H -0.437 2.834 -1.158 0.317
```

* total charge: +1
* energy above the lowest of the compared OMol25 structures with the same formula, charge and spin: 141.7 kJ/mol



[2]
Formula: C3H8NO
Source: OMol25
Level of theory: ωB97M-V/def2-TZVPD

Structure (XYZ):
```
13
Properties=species:S:1:pos:R:3:mulliken_charge:R:1
C -0.317 -0.163 0.594 0.026
C 0.252 1.250 -1.292 -1.143
C -0.363 -0.124 -0.882 -0.155
N -0.383 -1.612 2.491 -0.350
O -0.413 -1.337 1.149 -0.056
H -0.058 0.694 1.197 0.440
H -0.178 2.133 -0.758 0.347
H 0.176 1.478 -2.449 0.302
H 1.240 1.222 -0.791 0.358
H -1.446 -0.336 -1.184 0.335
H 0.136 -1.051 -1.345 0.341
H -1.200 -2.107 2.754 0.273
H 0.022 -1.018 3.212 0.283
```

* total charge: +1
* energy above the lowest of the compared OMol25 structures with the same formula, charge and spin: 356.5 kJ/mol



[3]
Formula: C3H8NO2
Source: OMol25
Level of theory: ωB97M-V/def2-TZVPD

Structure (XYZ):
```
14
Properties=species:S:1:pos:R:3:mulliken_charge:R:1
O -1.557 1.917 -1.480 -0.394
C -2.441 1.622 -0.692 -0.061
H -2.939 0.583 -0.838 0.172
H -2.802 2.262 0.092 0.253
C 0.845 -1.542 1.012 -0.267
O 1.525 -1.807 2.100 -0.863
C 1.302 -0.206 0.451 -0.485
N 0.499 0.083 -0.765 -0.469
H 0.861 -2.296 0.148 0.115
H -0.261 -1.377 1.201 0.037
H 1.096 0.526 1.257 0.260
H 2.318 -0.151 0.146 0.346
H 0.838 0.991 -1.141 0.186
H 0.717 -0.606 -1.492 0.169
```

* total charge: -1
* energy above the lowest of the compared OMol25 structures with the same formula, charge and spin: 396.7 kJ/mol



Calculated values (eV/Å) of max |F| for the records, taken in order: 2.6; 3.2; 3.7.